Record 1
{"formula": "C4H13NO2", "method": "ωB97M-V/def2-TZVPD", "species": ["C", "C", "C", "C", "N", "H", "H", "H", "H", "H", "H", "H", "H", "H", "O", "H", "H", "O", "H", "H"], "xyz": [[0.40377, -3.13968, -0.39760], [0.25126, -1.62962, -0.54775], [-0.94781, -0.96539, -0.66060], [-0.93684, 0.57770, -0.52243], [-1.35201, 1.18252, 0.76822], [1.27995, -3.39608, 0.21136], [0.67019, -3.40110, -1.41424], [-0.44535, -3.71116, -0.06070], [1.14482, -1.10897, -0.95091], [-1.85358, -1.27894, -0.20744], [-1.51756, 0.97431, -1.39063], [0.08296, 0.94093, -0.64030], [-0.71638, 0.75852, 1.49837], [-2.18663, 0.67824, 0.95726], [2.09003, 1.04601, -0.11108], [1.51334, 1.81948, -0.14466], [2.38203, 1.11546, 0.84205], [0.31126, 3.19843, 0.65180], [-0.49395, 2.63717, 0.71466], [0.32052, 3.70218, 1.40461]], "e_homo_ev": -9.26, "lumo_energy_ev": 0.87, "smiles": "C/C=C/CN.O.O", "multiplicity": 1, "fmax_ev_per_a": 4.32}



Record 2
{"formula": "C46H77F8N2O16S2", "method": "ωB97M-V/def2-TZVPD", "species": ["C", "C", "C", "C", "C", "N", "S", "O", "O", "C", "F", "F", "F", "N", "C", "C", "C", "C", "O", "C", "S", "O", "O", "C", "F", "F", "C", "F", "F", "F", "H", "H", "H", "H", "H", "H", "H", "H", "H", "H", "H", "C", "C", "O", "C", "H", "H", "H", "H", "H", "H", "C", "C", "O", "C", "H", "H", "H", "H", "H", "H", "C", "C", "O", "C", "H", "H", "H", "H", "H", "H", "C", "C", "O", "C", "H", "H", "H", "H", "H", "H", "C", "C", "O", "C", "H", "H", "H", "H", "H", "H", "C", "C", "O", "C", "H", "H", "H", "H", "H", "H", "C", "C", "O", "C", "H", "H", "H", "H", "H", "H", "C", "C", "O", "C", "H", "H", "H", "H", "H", "H", "C", "C", "O", "C", "H", "H", "H", "H", "H", "H", "C", "C", "O", "C", "H", "H", "H", "H", "H", "H", "C", "C", "O", "C", "H", "H", "H", "H", "H", "H"], "xyz": [[-4.74899, 1.08749, 2.66236], [-3.40060, 0.67172, 2.67662], [-1.80171, 0.18826, 2.73242], [-0.86174, 1.52720, 2.96978], [-1.20080, 2.78324, 3.95823], [-0.43680, 4.03651, 4.21586], [-0.99795, 5.28751, 5.34780], [-1.26087, 4.58647, 6.71675], [0.07575, 6.38254, 5.58081], [-2.55177, 6.06129, 4.59749], [-3.03701, 7.24650, 5.36139], [-2.19492, 6.39069, 3.17415], [-3.62929, 5.00822, 4.52335], [0.75907, 4.23971, 3.60883], [1.24845, 3.17902, 2.70252], [2.75956, 3.53071, 2.06624], [2.58318, 4.12713, 0.51988], [1.41544, 5.28798, 0.42901], [1.66215, 6.47213, 1.26603], [0.61642, 1.76487, 2.21213], [1.29096, 0.50845, 1.02064], [1.29695, -0.87452, 1.78294], [2.73510, 0.72431, 0.52653], [0.23203, 0.21360, -0.51720], [-0.48200, -1.11593, -0.45458], [1.18455, 0.07146, -1.68147], [-0.76684, 1.45514, -0.89806], [-1.07783, 1.30372, -2.36893], [-0.07950, 2.75912, -0.75900], [-2.07487, 1.40101, -0.20515], [-5.86424, 1.32630, 2.32404], [-1.69722, -0.47880, 3.68878], [-1.60282, -0.36790, 1.72219], [-2.22297, 2.67853, 4.56793], [3.50030, 2.62781, 2.13496], [3.27990, 4.41999, 2.66966], [2.44443, 3.28285, -0.28163], [3.61024, 4.68908, 0.28661], [1.33182, 5.68662, -0.69142], [0.32935, 4.87594, 0.68843], [2.26878, 6.27790, 2.03933], [4.58046, 7.08092, -4.03439], [3.82108, 6.97073, -2.73930], [4.26957, 6.33254, -1.78834], [2.49173, 7.67169, -2.65272], [5.52099, 6.52603, -3.95184], [3.99111, 6.65121, -4.84834], [4.80980, 8.12905, -4.24257], [1.80935, 7.26826, -3.40512], [2.62795, 8.74612, -2.79936], [2.05785, 7.50553, -1.66093], [0.57511, -6.03443, -1.38877], [1.49074, -5.18840, -0.54501], [2.61090, -5.58317, -0.22542], [0.98280, -3.84060, -0.10747], [1.07369, -6.97923, -1.62977], [-0.34201, -6.25389, -0.83628], [0.34254, -5.51385, -2.32119], [0.08387, -3.96237, 0.50211], [0.76836, -3.22226, -0.98275], [1.74972, -3.34181, 0.49465], [7.99286, 2.76564, -0.34040], [6.70621, 3.47806, -0.66140], [5.67487, 3.24850, -0.03181], [6.73027, 4.48232, -1.78251], [7.82570, 2.07113, 0.48968], [8.32932, 2.19625, -1.21051], [8.75445, 3.49053, -0.04203], [7.01047, 3.98937, -2.71685], [7.43560, 5.28368, -1.54847], [5.73224, 4.91744, -1.90134], [-3.72611, 6.70301, 0.42940], [-3.97600, 7.63914, -0.72268], [-3.05793, 8.01870, -1.44783], [-5.39268, 8.09285, -0.95324], [-2.65921, 6.46017, 0.47473], [-4.01577, 7.18295, 1.36763], [-4.28966, 5.77774, 0.28523], [-5.75654, 8.63471, -0.07661], [-6.03051, 7.22955, -1.15899], [-5.42239, 8.76456, -1.81779], [-2.67091, -10.12086, -1.24711], [-1.87172, -9.31009, -2.23200], [-1.92707, -8.08143, -2.24155], [-1.00210, -10.06079, -3.20474], [-3.25127, -9.44661, -0.60845], [-3.36195, -10.77805, -1.78104], [-1.99822, -10.70749, -0.61635], [-1.61883, -10.71528, -3.82586], [-0.25508, -10.64477, -2.66125], [-0.48432, -9.34695, -3.85423], [-7.10384, -7.58288, 1.39578], [-6.21642, -8.25345, 0.38143], [-5.34898, -9.05573, 0.72296], [-6.43147, -7.90447, -1.06701], [-6.83505, -7.93022, 2.39898], [-6.96557, -6.49962, 1.35195], [-8.14834, -7.84144, 1.20425], [-6.26322, -6.83553, -1.22052], [-7.44598, -8.17730, -1.36830], [-5.72021, -8.46348, -1.68438], [-5.86065, -11.21359, -5.21584], [-5.78066, -10.85667, -3.75560], [-4.97647, -10.02130, -3.34550], [-6.72276, -11.56137, -2.81654], [-5.12272, -10.62732, -5.77358], [-5.63890, -12.27515, -5.35150], [-6.85641, -10.98036, -5.60128], [-6.53938, -12.63842, -2.84533], [-7.75693, -11.34370, -3.09506], [-6.55211, -11.20390, -1.79546], [8.00343, 5.10613, 3.00262], [9.12993, 4.10779, 3.02187], [9.74465, 3.81873, 1.99653], [9.47527, 3.47684, 4.34423], [7.86637, 5.47888, 1.98204], [7.07651, 4.62665, 3.32731], [8.24388, 5.95019, 3.65396], [8.61391, 2.92478, 4.72865], [9.78127, 4.24826, 5.05538], [10.30678, 2.77748, 4.20642], [-7.74764, 6.38330, -4.01568], [-8.50702, 6.27311, -2.72059], [-8.05853, 5.63492, -1.76963], [-9.83637, 6.97406, -2.63400], [-6.80711, 5.82841, -3.93313], [-8.33699, 5.95359, -4.82963], [-7.51830, 7.43143, -4.22385], [-10.51875, 6.57064, -3.38640], [-9.70015, 8.04849, -2.78064], [-10.27025, 6.80791, -1.64221], [10.08754, 6.45742, 9.24248], [9.88714, 6.29082, 7.75986], [9.49410, 5.22688, 7.28414], [10.18618, 7.47639, 6.88180], [9.83311, 5.52118, 9.75045], [11.13349, 6.69575, 9.45152], [9.43418, 7.24849, 9.61910], [11.23652, 7.76008, 6.98569], [9.53728, 8.31288, 7.15322], [9.99661, 7.21062, 5.83636], [-2.83733, -14.54820, -4.44709], [-2.52806, -13.98468, -5.80829], [-3.41797, -13.78167, -6.63267], [-1.08782, -13.67907, -6.12179], [-3.91561, -14.71953, -4.36176], [-2.32001, -15.50163, -4.31341], [-2.53360, -13.83849, -3.67341], [-0.49260, -14.59380, -6.06273], [-0.70609, -12.93068, -5.42275], [-1.01491, -13.27844, -7.13850]], "e_homo_ev": -10.32, "lumo_energy_ev": -6.90, "charge": 1, "multiplicity": 1, "fmax_ev_per_a": 10.67}



Record 3
{"formula": "C2H2ClP", "method": "ωB97M-V/def2-TZVPD", "species": ["C", "C", "P", "Cl", "H", "H"], "xyz": [[1.02669, 0.24158, -0.41398], [1.23584, 0.58926, 0.76851], [-2.74949, -0.92447, -1.20880], [-1.75156, -0.69612, 0.44577], [1.12137, -0.42857, -1.26437], [1.11714, 1.21833, 1.67288]], "e_homo_ev": [-8.14, -8.16], "lumo_energy_ev": [-1.16, -1.20], "multiplicity": 1, "fmax_ev_per_a": 4.06}



Record 4
{"formula": "C4H7N", "method": "ωB97M-V/def2-TZVPD", "species": ["C", "C", "C", "N", "C", "H", "H", "H", "H", "H", "H", "H"], "xyz": [[1.26956, -0.16113, 0.84881], [0.76462, 0.72501, -0.25676], [-0.12466, -0.02805, -1.05989], [-1.03085, -0.95158, -0.77229], [-1.74487, -0.12065, -0.04675], [1.82239, 0.28090, 1.72072], [0.32927, -0.69206, 1.26298], [1.87430, -1.06802, 0.47844], [1.46060, 1.46470, -0.70900], [-0.19311, 0.16387, -2.13420], [-2.69975, 0.35392, -0.37450], [-1.72750, 0.03308, 1.04243]], "e_homo_ev": -7.48, "lumo_energy_ev": -0.63, "multiplicity": 1, "fmax_ev_per_a": 5.97}



Record 5
{"formula": "C6H11P", "method": "ωB97M-V/def2-TZVPD", "species": ["C", "C", "C", "C", "C", "C", "P", "H", "H", "H", "H", "H", "H", "H", "H", "H", "H", "H"], "xyz": [[0.62639, 1.44061, 0.92784], [0.34610, 0.06009, 0.08399], [0.91991, -1.32112, 0.33921], [0.76648, 0.41087, -1.38491], [-1.05824, 0.01994, 0.17706], [-2.22974, 0.17607, -0.02566], [-4.00634, -0.00832, 0.00911], [1.69948, 1.52733, 0.81677], [0.07533, 1.35345, 1.86677], [0.09922, 2.23818, 0.27342], [2.04942, -1.42016, 0.31153], [0.32452, -1.75718, -0.47894], [0.52146, -1.59356, 1.29885], [1.83650, 0.57702, -1.41316], [0.50328, -0.38849, -2.13326], [0.27512, 1.38841, -1.74205], [-4.07522, 0.47764, -1.30599], [-4.44471, 1.19350, 0.74436]], "e_homo_ev": -8.89, "lumo_energy_ev": 0.83, "smiles": "CC(C)(C)C#CP", "multiplicity": 1, "fmax_ev_per_a": 3.50}



Record 6
{"formula": "C26H58CdF12N2O32P2S8", "method": "ωB97M-V/def2-TZVPD", "species": ["Cd", "S", "O", "O", "O", "O", "P", "F", "F", "F", "F", "F", "F", "P", "F", "F", "F", "F", "F", "F", "C", "C", "N", "C", "C", "C", "C", "H", "H", "H", "H", "H", "H", "H", "H", "H", "H", "H", "H", "H", "H", "H", "C", "C", "N", "C", "C", "C", "C", "H", "H", "H", "H", "H", "H", "H", "H", "H", "H", "H", "H", "H", "H", "H", "C", "C", "O", "S", "O", "O", "O", "H", "H", "H", "H", "C", "C", "O", "S", "O", "O", "O", "H", "H", "H", "H", "C", "C", "O", "S", "O", "O", "O", "H", "H", "H", "H", "C", "C", "O", "S", "O", "O", "O", "H", "H", "H", "H", "C", "C", "O", "S", "O", "O", "O", "H", "H", "H", "H", "C", "C", "O", "S", "O", "O", "O", "H", "H", "H", "H", "C", "C", "O", "S", "O", "O", "O", "H", "H", "H", "H"], "xyz": [[-35.60787, 19.68721, -18.89279], [-33.49635, 18.67535, -19.91421], [-33.90232, 18.85634, -18.53903], [-32.49822, 19.56595, -20.46658], [-32.77770, 17.43775, -20.30757], [-34.76079, 18.95757, -20.50404], [-36.25334, 19.09610, -15.22076], [-35.93678, 19.57720, -16.74530], [-36.27306, 17.52149, -15.76019], [-34.62961, 18.94720, -14.92443], [-36.50894, 18.72881, -13.62941], [-36.21978, 20.70530, -14.87695], [-37.87516, 19.10439, -15.37700], [-38.27182, 18.21210, -19.14569], [-38.80676, 19.18567, -17.92941], [-39.58634, 18.47008, -20.02479], [-37.54885, 19.47124, -19.82361], [-37.67650, 17.38518, -20.41688], [-36.88809, 17.89358, -18.38448], [-38.90684, 16.89296, -18.50882], [-37.83443, 23.65404, -13.74055], [-36.66830, 23.27497, -12.81444], [-36.99791, 23.17751, -11.33134], [-35.96700, 22.53889, -10.48828], [-36.01966, 21.06148, -10.81148], [-37.36023, 24.47440, -10.71130], [-36.25504, 25.59245, -10.70051], [-37.48730, 23.88767, -14.74705], [-38.21992, 24.62632, -13.43370], [-38.73254, 23.03852, -13.79172], [-36.37646, 22.29436, -13.19040], [-35.86118, 23.99318, -12.95877], [-35.04355, 22.94330, -10.90279], [-36.04370, 22.85399, -9.44763], [-35.99524, 20.85428, -11.88133], [-35.19788, 20.59990, -10.26400], [-36.93061, 20.70788, -10.32855], [-37.76393, 24.25780, -9.72225], [-38.20662, 24.90716, -11.24464], [-36.57181, 26.43027, -10.07937], [-35.96574, 25.85227, -11.71880], [-35.29832, 25.18553, -10.37311], [-37.45435, 22.44196, -17.59309], [-35.95444, 22.49480, -17.87537], [-35.43021, 21.75875, -19.04975], [-36.16890, 22.10258, -20.25721], [-35.69972, 21.54986, -21.57619], [-34.06961, 22.19484, -19.20279], [-33.07110, 22.08385, -18.05109], [-37.75541, 22.67219, -16.57110], [-37.74200, 21.40864, -17.78703], [-38.04541, 22.98337, -18.33175], [-35.63168, 23.53467, -17.92655], [-35.46639, 22.17499, -16.95472], [-36.12642, 23.19012, -20.31664], [-37.24453, 21.97724, -20.13306], [-36.21423, 22.05616, -22.39291], [-36.08309, 20.56071, -21.82663], [-34.64063, 21.64776, -21.81462], [-33.52082, 21.71453, -20.01288], [-34.12627, 23.24501, -19.48925], [-33.12515, 21.10280, -17.57919], [-32.05677, 22.31638, -18.37538], [-33.19837, 22.81323, -17.25113], [-39.58916, 21.40671, -11.11486], [-39.15090, 20.31070, -12.07644], [-40.10543, 19.21073, -11.91674], [-41.36802, 19.73511, -10.93249], [-41.26180, 19.28384, -9.53140], [-42.59866, 19.47543, -11.64221], [-40.92541, 21.30156, -11.07768], [-39.41306, 22.38508, -11.56195], [-39.20185, 21.35540, -10.09729], [-38.18106, 19.85705, -11.87222], [-39.35665, 20.58775, -13.11037], [-35.69345, 15.33024, -13.36827], [-35.01471, 14.86018, -12.03302], [-35.95294, 14.02269, -11.36309], [-37.03238, 13.37133, -12.45095], [-38.32018, 13.28291, -11.78515], [-36.51069, 12.20396, -13.14852], [-36.94367, 14.62069, -13.48838], [-35.13863, 15.17888, -14.29421], [-35.99047, 16.37877, -13.34640], [-34.75295, 15.54353, -11.22516], [-34.10742, 14.32404, -12.31135], [-40.79553, 21.11004, -15.42075], [-41.38663, 21.61793, -16.81586], [-42.72947, 21.89384, -16.43995], [-43.30792, 20.77023, -15.44540], [-43.38169, 19.52114, -16.19840], [-44.49015, 21.26917, -14.67760], [-41.91726, 20.80630, -14.53820], [-40.05399, 21.83211, -15.07894], [-40.19990, 20.21553, -15.60290], [-41.34534, 20.80171, -17.53710], [-40.95708, 22.55446, -17.17151], [-32.05329, 17.16655, -14.83425], [-32.86120, 16.96709, -16.14884], [-32.40523, 15.68904, -16.61101], [-31.60283, 14.80541, -15.44402], [-30.19079, 14.73631, -15.70052], [-32.33315, 13.53752, -15.17842], [-31.97810, 15.89749, -14.29152], [-32.60833, 17.88336, -14.22910], [-31.04089, 17.56895, -14.86906], [-32.76204, 17.77950, -16.86875], [-33.91506, 16.85716, -15.89310], [-34.72027, 15.42496, -18.81974], [-35.17732, 14.70187, -17.55642], [-34.53141, 13.46720, -17.58904], [-33.68465, 13.14150, -18.94383], [-34.08984, 11.89460, -19.64394], [-32.27920, 13.48160, -18.58756], [-34.44301, 14.41203, -19.72160], [-33.82758, 16.03368, -18.67593], [-35.46649, 16.07912, -19.27066], [-36.25942, 14.61968, -17.45442], [-34.87879, 15.21621, -16.64296], [-40.59718, 17.39221, -14.68149], [-39.29172, 16.84137, -14.15149], [-39.41028, 15.55985, -13.63381], [-40.98291, 15.29460, -13.19369], [-41.14824, 15.90367, -11.88078], [-41.38566, 13.93102, -13.43064], [-41.53941, 16.39504, -14.36763], [-40.65063, 17.62053, -15.74597], [-40.80681, 18.34362, -14.19264], [-38.82669, 17.54509, -13.46109], [-38.56268, 16.80630, -14.96104], [-32.98720, 21.00259, -13.83735], [-32.38341, 21.97742, -12.85633], [-31.00785, 21.78611, -13.00909], [-30.48587, 21.35256, -14.49693], [-29.29732, 20.48823, -14.40863], [-30.43539, 22.47069, -15.39245], [-31.93320, 20.47588, -14.67233], [-33.80226, 21.46492, -14.39414], [-33.42940, 20.17106, -13.28861], [-32.61994, 21.74956, -11.81698], [-32.65926, 23.02812, -12.94596]], "e_homo_ev": -3.28, "lumo_energy_ev": 2.74, "charge": -2, "multiplicity": 1, "fmax_ev_per_a": 10.71}



Repeat the fifth record exactly.
{"formula": "C6H11P", "method": "ωB97M-V/def2-TZVPD", "species": ["C", "C", "C", "C", "C", "C", "P", "H", "H", "H", "H", "H", "H", "H", "H", "H", "H", "H"], "xyz": [[0.62639, 1.44061, 0.92784], [0.34610, 0.06009, 0.08399], [0.91991, -1.32112, 0.33921], [0.76648, 0.41087, -1.38491], [-1.05824, 0.01994, 0.17706], [-2.22974, 0.17607, -0.02566], [-4.00634, -0.00832, 0.00911], [1.69948, 1.52733, 0.81677], [0.07533, 1.35345, 1.86677], [0.09922, 2.23818, 0.27342], [2.04942, -1.42016, 0.31153], [0.32452, -1.75718, -0.47894], [0.52146, -1.59356, 1.29885], [1.83650, 0.57702, -1.41316], [0.50328, -0.38849, -2.13326], [0.27512, 1.38841, -1.74205], [-4.07522, 0.47764, -1.30599], [-4.44471, 1.19350, 0.74436]], "e_homo_ev": -8.89, "lumo_energy_ev": 0.83, "smiles": "CC(C)(C)C#CP", "multiplicity": 1, "fmax_ev_per_a": 3.50}



What is the formula in the second record?
C46H77F8N2O16S2